[1]
Computed, not measured: a molecular structure, C4H3Br2F, with ωB97M-V/def2-TZVPD.

XYZ file:
```
10
Properties=species:S:1:pos:R:3:forces:R:3:mulliken_charge:R:1
C -1.839 0.196 -0.053 -1.724 -1.551 -1.186 -0.7882
C -0.610 0.093 0.514 0.084 0.592 -0.854 0.0128
C 0.350 -0.812 -0.054 0.540 1.208 1.548 0.4124
C 2.668 0.249 -0.789 0.089 0.475 -1.359 -0.2419
F -0.041 -1.712 -0.902 -0.288 -0.690 -0.785 -0.1942
Br 2.117 -1.179 0.596 -1.301 -0.404 0.989 0.1044
Br 2.667 1.947 0.046 0.008 0.282 0.365 -0.1024
H -2.682 0.798 0.296 0.866 0.286 0.270 0.2835
H -2.228 -0.486 -0.872 1.018 0.703 1.005 0.2103
H -0.403 0.907 1.218 0.708 -0.901 0.006 0.3033
```
Positions in Å, forces in eV/Å.

## Properties
Charge = 0
Maximum force = 2.60 eV Å⁻¹
Relative energy (zero: lowest compared OMol25 entry of this formula, charge and spin) = 515.16 kJ/mol
Gap between HOMO and LUMO (alpha / beta) = 0.2541 / 0.2981 Eh

***

[2]
Computed, not measured: a molecular structure, C4H3Cl2HgN10, with ωB97M-V/def2-TZVPD.

XYZ file:
```
20
Properties=species:S:1:pos:R:3:forces:R:3:mulliken_charge:R:1
Hg -1.018 -0.256 -0.668 -0.143 -0.693 -0.228 1.2686
Cl -3.137 -1.956 2.477 0.066 -0.176 0.044 -0.1704
C -3.049 -0.543 1.521 -0.538 0.268 0.517 -0.6884
Cl -2.773 1.391 -1.210 -0.279 0.388 -0.021 -0.7093
H -2.578 0.294 2.016 0.234 -0.075 -0.170 0.3960
H -3.904 -0.384 0.883 0.185 -0.042 -0.225 0.4148
N 2.335 1.059 -0.145 -0.071 0.060 -0.003 -0.1323
C 2.003 0.770 -1.454 -0.228 -0.144 -0.403 0.5048
N 2.867 0.929 -2.447 0.102 0.059 0.172 -0.5500
N 2.177 0.571 -3.549 0.003 0.002 -0.056 -0.4762
N 0.980 0.218 -3.237 -0.054 -0.022 0.027 -0.5037
N 0.822 0.334 -1.899 0.493 0.207 0.043 0.1582
C 1.642 0.681 0.986 -0.267 -0.113 0.242 0.5292
N 2.188 0.720 2.194 0.113 0.069 -0.101 -0.5217
N 1.202 0.322 3.021 -0.004 0.004 0.036 -0.6383
N 0.135 0.053 2.356 -0.066 0.031 -0.044 -0.3467
N 0.370 0.277 1.042 0.378 0.174 0.159 0.0036
H 3.302 1.282 0.003 0.035 -0.027 0.028 0.2494
N -1.937 -3.435 -0.997 -0.020 0.063 -0.016 -0.6795
C -1.629 -2.325 -0.893 0.060 -0.033 -0.001 -0.1082
```
Positions in Å, forces in eV/Å.

## Properties
Charge = -2
Maximum force = 0.79 eV Å⁻¹
Relative energy (zero: lowest compared OMol25 entry of this formula, charge and spin) = 2.91 kJ/mol
Gap between HOMO and LUMO (alpha / beta) = 0.2753 / 0.2730 Eh
2S+1 = 2

***

[3]
Computed, not measured: C4H3Cl3O2S in the gas phase, with ωB97M-V/def2-TZVPD.

XYZ file:
```
13
Properties=species:S:1:pos:R:3:forces:R:3:mulliken_charge:R:1
C -1.290 -0.942 -0.201 -1.188 0.658 -0.577 -0.0306
C -0.384 -1.870 -0.098 0.345 1.406 0.724 -0.0318
C -1.088 0.560 0.093 3.910 -0.728 1.761 -0.5131
C 0.276 1.047 -0.408 1.893 -0.617 -0.675 0.0432
O 2.917 0.125 0.009 -1.442 -0.557 1.142 -0.5020
O 1.409 0.426 1.993 -0.140 0.493 2.637 -0.4598
S 1.629 -0.068 0.694 0.343 -0.003 -4.296 0.8456
Cl -0.088 -3.462 -0.133 0.018 -0.815 -0.243 -0.1123
Cl 0.853 2.671 -0.007 -0.915 -0.133 0.221 -0.0851
Cl 0.817 0.751 -2.093 -0.958 -0.204 0.518 -0.0978
H -2.327 -1.056 -0.651 1.309 -0.657 0.658 0.2577
H -1.882 0.999 -0.402 -1.473 1.672 -0.335 0.3765
H -0.841 0.818 1.204 -1.704 -0.515 -1.536 0.3095
```
Positions in Å, forces in eV/Å.

## Properties
Charge = 0
Maximum force = 4.35 eV Å⁻¹
Relative energy (zero: lowest compared OMol25 entry of this formula, charge and spin) = 348.78 kJ/mol
Gap between HOMO and LUMO (alpha / beta) = 0.2930 / 0.2495 Eh

***

[4]
Computed, not measured: 2 unconnected molecules or ions with the total composition C4H3ClNO, with ωB97M-V/def2-TZVPD.

XYZ file:
```
10
Properties=species:S:1:pos:R:3:forces:R:3:mulliken_charge:R:1
C 2.401 -1.119 -1.375 -0.236 0.035 0.199 -0.1202
C -1.179 -0.209 1.428 -1.977 -1.405 1.357 0.5157
C -1.282 1.413 -0.318 1.044 0.830 -0.513 -0.2117
C -0.427 0.603 0.617 0.707 0.964 -0.766 0.1812
N 1.487 -0.754 -0.801 0.290 -0.174 -0.293 -0.2096
O -2.033 -0.759 1.928 0.953 0.423 -0.439 -0.1085
Cl -2.823 1.060 -0.665 -0.561 -0.569 0.300 0.0631
H 3.253 -1.476 -1.893 0.391 -0.143 -0.273 0.3794
H 0.279 1.258 1.140 -0.135 -0.120 0.127 0.3682
H 0.323 -0.018 -0.061 -0.476 0.160 0.301 0.1424
```
Positions in Å, forces in eV/Å.

## Properties
Charge = +1
Maximum force = 2.78 eV Å⁻¹
Relative energy (zero: lowest compared OMol25 entry of this formula, charge and spin) = 118.98 kJ/mol
Gap between HOMO and LUMO (alpha / beta) = 0.2984 / 0.2984 Eh

***

[5]
Computed, not measured: C4H3ClO in the gas phase, with ωB97M-V/def2-TZVPD.

XYZ file:
```
9
Properties=species:S:1:pos:R:3:forces:R:3:mulliken_charge:R:1
C 0.224 -0.293 1.758 0.201 -1.152 0.307 -0.6272
C -0.462 -0.402 0.625 -2.441 0.337 -0.970 -0.1465
C -0.128 0.312 -0.589 1.027 -1.484 -2.334 0.1704
C 0.023 0.347 -1.906 -0.234 1.745 2.278 0.3518
Cl -0.667 0.786 -3.428 0.926 -0.646 1.283 -0.0950
O 1.247 0.769 -1.202 -1.412 -0.444 -0.705 -0.4324
H 0.068 -0.784 2.751 -0.242 0.497 -1.308 0.2723
H 1.166 0.154 1.562 0.870 0.730 0.581 0.2664
H -1.471 -0.890 0.429 1.305 0.417 0.866 0.2400
```
Positions in Å, forces in eV/Å.

## Properties
Charge = 0
Maximum force = 2.95 eV Å⁻¹
SMILES string = C=CC1=C(Cl)O1
Relative energy (zero: lowest compared OMol25 entry of this formula, charge and spin) = 431.73 kJ/mol
Gap between HOMO and LUMO (alpha / beta) = 0.2868 / 0.2868 Eh

***

[6]
Computed, not measured: 2 unconnected molecules or ions with the total composition C4H3ClO, with ωB97M-V/def2-TZVPD.

XYZ file:
```
9
Properties=species:S:1:pos:R:3:forces:R:3:mulliken_charge:R:1
C -1.225 -0.645 0.886 3.642 1.728 -0.220 -0.2615
C 1.656 1.380 0.012 -2.498 -4.071 0.247 0.5165
C -0.063 -0.058 0.544 -0.334 1.264 0.830 -0.1321
C -0.619 -0.966 -0.438 -1.184 -0.564 -2.418 -0.5399
O 2.483 0.763 -0.517 0.554 0.513 0.235 -0.2710
Cl 1.169 2.946 -0.036 -0.244 1.505 0.228 -0.0263
H -1.995 -0.910 1.548 -0.713 -0.012 0.647 0.3782
H -0.244 -1.950 -0.685 0.470 -0.282 0.291 0.1957
H -1.163 -0.561 -1.314 0.306 -0.081 0.159 0.1404
```
Positions in Å, forces in eV/Å.

## Properties
Charge = 0
Maximum force = 4.78 eV Å⁻¹
Relative energy (zero: lowest compared OMol25 entry of this formula, charge and spin) = 519.99 kJ/mol
Gap between HOMO and LUMO (alpha / beta) = 0.3002 / 0.3002 Eh

***

[7]
Computed, not measured: C4H3ClO2 in the gas phase, with ωB97M-V/def2-TZVPD.

XYZ file:
```
10
Properties=species:S:1:pos:R:3:forces:R:3:mulliken_charge:R:1
O 0.728 -1.867 -0.255 -4.577 -0.356 -1.886 -0.5092
C 0.162 -0.688 0.066 2.951 -3.353 -0.321 0.7712
C -0.778 -0.165 -0.753 -3.350 0.790 -1.526 -0.7116
C -1.100 1.042 -0.279 -0.429 3.366 -1.539 -0.0887
O -0.227 1.268 0.677 0.421 3.631 3.276 -0.2829
C 0.538 0.202 0.991 1.072 2.005 0.192 0.0151
Cl 2.123 0.613 1.794 -2.303 -0.926 -0.909 -0.1707
H 1.541 -1.946 0.082 4.867 -0.458 2.159 0.2713
H -1.296 -0.503 -1.593 -0.247 -1.369 -1.078 0.4428
H -1.691 2.043 -0.731 1.595 -3.331 1.631 0.2626
```
Positions in Å, forces in eV/Å.

## Properties
Charge = 0
Maximum force = 5.34 eV Å⁻¹
SMILES string = Oc1ccoc1Cl
Relative energy (zero: lowest compared OMol25 entry of this formula, charge and spin) = 213.96 kJ/mol
Gap between HOMO and LUMO = 0.3455 Eh

***

[8]
Computed, not measured: a molecular structure, C4H3CoFO5, with ωB97M-V/def2-TZVPD.

XYZ file:
```
14
Properties=species:S:1:pos:R:3:forces:R:3:mulliken_charge:R:1
C -1.437 -0.681 -0.110 -1.341 -0.068 -0.564 0.3055
C -0.610 -1.675 0.705 -1.306 0.449 0.733 -0.5797
F -2.633 -0.460 0.526 0.757 -0.318 -0.181 -0.2483
H -1.628 -0.984 -1.147 -0.187 -0.288 0.256 0.3280
H -0.379 -1.230 1.683 -0.097 -0.113 -0.212 0.3627
H -1.234 -2.562 0.864 0.393 0.019 -0.100 0.3449
O 0.560 -2.105 0.044 1.938 1.301 -0.204 -0.2128
C 1.703 -1.309 -0.016 -0.759 -3.970 -1.024 0.6538
O 2.662 -1.882 -0.497 -0.805 2.002 0.863 -0.1757
O 0.185 2.261 0.634 1.703 0.078 2.126 -0.6345
Co 1.497 0.770 0.388 -1.961 1.582 0.260 0.6507
O -0.372 2.156 -1.513 -1.845 0.774 1.484 -0.4648
O -0.710 0.482 -0.143 1.277 -1.481 1.763 -0.3728
C -0.506 1.841 -0.342 2.235 0.034 -5.201 1.0428
```
Positions in Å, forces in eV/Å.

## Properties
Charge = +1
Maximum force = 5.66 eV Å⁻¹
Relative energy (zero: lowest compared OMol25 entry of this formula, charge and spin) = 0.00 kJ/mol
Gap between HOMO and LUMO (alpha / beta) = 0.3359 / 0.1963 Eh
2S+1 = 5

***

[9]
Computed, not measured: a molecular structure, C4H3CoO5, with ωB97M-V/def2-TZVPD.

XYZ file:
```
13
Properties=species:S:1:pos:R:3:forces:R:3:mulliken_charge:R:1
O 3.662 0.294 0.705 -3.149 0.707 -0.984 -0.1174
C 2.627 0.641 0.348 3.170 0.072 0.703 0.4973
C 0.323 -0.747 -0.583 2.449 -3.395 0.727 0.3797
C -1.058 -1.189 -0.142 0.479 0.695 0.131 -0.5157
O -1.945 -0.082 -0.257 -0.855 -0.307 -0.748 -0.3205
C -1.568 1.067 0.322 -2.303 -0.832 2.611 0.6006
O -0.264 1.207 0.228 2.108 1.598 -0.641 -0.5249
O -2.314 1.676 1.045 1.090 0.306 -1.498 -0.4595
O 1.363 -1.093 0.052 -2.545 1.536 -1.263 -0.5589
H 0.428 -0.511 -1.659 -0.121 0.811 0.314 0.3923
H -1.017 -1.539 0.897 -0.057 -0.054 -0.247 0.3388
H -1.429 -1.963 -0.826 0.134 0.149 0.238 0.3070
Co 1.192 2.238 -0.132 -0.399 -1.286 0.657 0.9812
```
Positions in Å, forces in eV/Å.

## Properties
Charge = +1
Maximum force = 4.25 eV Å⁻¹
Gap between HOMO and LUMO (alpha / beta) = 0.2677 / 0.2425 Eh
2S+1 = 4

***

[10]
Computed, not measured: a molecular structure, C4H3CrFO6, with ωB97M-V/def2-TZVPD.

XYZ file:
```
15
Properties=species:S:1:pos:R:3:forces:R:3:mulliken_charge:R:1
C -0.673 -1.362 -0.776 -2.077 -0.848 -4.324 0.5750
C -1.029 0.068 -1.194 0.757 0.475 -0.076 -0.7296
O -1.900 0.751 -0.258 -0.049 0.002 0.150 -0.2202
C -1.431 1.371 0.769 -1.943 0.240 -0.803 1.0625
O -0.339 1.230 1.324 2.292 -1.282 0.923 -0.6609
O -2.236 2.241 1.279 -0.127 0.095 -0.034 -0.0788
O -0.224 -1.532 0.450 2.243 1.150 4.248 -0.6618
F -1.856 -2.113 -0.937 1.889 0.705 0.502 -0.2265
H -1.576 0.081 -2.140 0.112 -0.224 0.218 0.3519
H -0.100 0.642 -1.305 -0.217 0.059 -0.024 0.4063
O 4.613 0.312 0.514 -2.384 -0.340 -0.524 -0.0932
C 3.499 0.240 0.790 4.415 0.673 0.751 0.6666
O 2.480 0.250 1.388 -1.614 -0.395 -0.151 -0.5594
Cr 0.650 -0.447 1.649 -2.032 -0.647 -2.075 1.8565
H 0.124 -1.733 -1.553 -1.266 0.336 1.222 0.3118
```
Positions in Å, forces in eV/Å.

## Properties
Charge = +2
Maximum force = 4.94 eV Å⁻¹
Gap between HOMO and LUMO (alpha / beta) = 0.2530 / 0.3072 Eh
2S+1 = 5

***

no.,energy (Ha)
1,-5401.83817
2,-1775.61359
3,-2083.28236
4,-743.95396
5,-689.46041
6,-689.42679
7,-764.79743
8,-2012.58786
9,-1912.79855
10,-1749.19813